Entry from the Open Molecules 2025 dataset: a 2-piece molecular cluster, C4H12N2OPS2 overall (ωB97M-V with the def2-TZVPD basis set).

Geometry as ORCA input:
```
! RIJCOSX wB97M-V def2-TZVPD def2/J DEFGRID3
* xyz 1 1
H -4.65 0.19 -0.56
H -1.63 -0.54 -0.64
C -1.87 1.30 0.15
N -3.22 1.31 0.50
P 3.77 -0.10 -0.06
H -1.40 2.32 0.30
H 4.03 -3.06 2.14
H 0.52 -1.90 0.13
H 4.59 -2.78 0.34
H -0.12 -1.69 -1.63
C -4.09 0.13 0.43
C 0.59 -1.48 -0.82
H 5.41 -2.00 1.79
H -3.49 -0.77 0.26
S 0.54 0.29 -0.55
S 5.01 -0.54 -1.53
H 1.59 -1.84 -1.07
H -4.69 0.15 1.35
C 4.47 -2.33 1.30
N -1.25 0.30 -0.35
H -3.67 2.24 0.84
O 3.66 -1.16 1.17
*
```

For the energy above the lowest of the compared OMol25 structures with the same formula, charge and spin, the calculation gives 27.4 kcal per mole. For the HOMO energy, the calculation gives -11.8 eV.